Computed, not measured: a 7-piece molecular cluster, C28H63NO17 overall, with wB97M-V/def2-TZVPD.

Each line ends with the Mulliken charge.
Atoms and positions in Å:
C 6.098 -0.169 1.035  -0.3221
C 5.792 -1.371 0.140  -0.1427
O 4.417 -1.788 0.246  -0.3404
C 3.529 -0.990 -0.374  -0.2660
O 3.848 -0.087 -1.095  -0.5965
C 2.112 -1.395 -0.039  -0.6047
C 1.127 -0.970 -1.128  -0.7432
C -0.292 -1.550 -0.983  -2.0626
C -1.403 -0.811 -0.191  3.8377
C -1.564 -1.230 1.286  -1.6204
C -0.788 -2.431 1.727  1.0851
C -1.311 -3.313 2.776  -1.2031
O -1.326 -3.707 1.382  -0.4783
C -1.395 0.719 -0.408  -0.2674
C -0.241 1.674 -0.031  -0.7858
C 0.806 1.210 0.939  -0.2548
O 1.987 1.318 0.758  -0.4569
C -1.744 0.800 -1.890  -1.0536
O -2.705 -0.248 -2.104  -0.4927
C -2.761 -1.045 -0.916  -1.2672
C -3.337 -2.426 -1.184  -0.9841
N -2.647 -3.379 -2.050  -0.6384
H 5.206 0.436 1.201  0.2081
H 6.846 0.476 0.572  -0.2693
H 6.483 -0.490 2.004  0.3989
H 6.022 -1.183 -0.909  0.1611
H 6.369 -2.245 0.443  0.3648
H 2.091 -2.480 0.098  0.6264
H 1.877 -0.940 0.928  0.3225
H 1.525 -1.337 -2.079  0.6462
H 1.130 0.117 -1.213  0.1748
H -0.673 -1.675 -1.997  0.4055
H -0.204 -2.565 -0.584  0.5418
H -2.621 -1.454 1.467  0.3027
H -1.307 -0.406 1.958  0.5526
H 0.292 -2.356 1.635  0.1244
H -2.295 -3.101 3.184  0.3662
H -0.623 -3.891 3.382  0.3202
H -2.286 1.067 0.129  0.7512
H -0.696 2.558 0.431  0.4680
H 0.288 2.039 -0.915  0.3192
H 0.449 0.767 1.891  0.4223
H -0.855 0.613 -2.507  0.2324
H -2.162 1.766 -2.182  0.3538
H -3.508 -0.580 -0.247  0.6516
H -4.334 -2.253 -1.595  0.0071
H -3.490 -2.903 -0.210  0.4341
H -2.259 -2.911 -2.861  0.3529
H -1.878 -3.816 -1.557  0.3281
C -2.671 -2.836 6.753  -0.3490
C -1.488 -3.775 6.682  -0.4354
O -0.269 -3.044 6.564  -0.5085
O -2.702 -1.976 5.627  -0.4819
H -3.602 -3.404 6.759  0.3139
H -2.624 -2.248 7.680  0.2870
H -1.551 -4.376 5.775  0.1853
H -1.471 -4.448 7.544  0.3683
H -0.083 -2.616 7.407  0.3077
H -1.786 -1.714 5.463  0.3246
C 8.698 2.601 1.696  -0.1397
C 7.980 3.927 1.590  -0.4135
O 8.123 4.679 2.796  -0.5557
O 8.212 1.842 2.792  -0.4890
H 8.523 2.017 0.790  0.0666
H 9.778 2.771 1.802  0.2970
H 6.910 3.758 1.477  0.2420
H 8.339 4.490 0.723  0.2996
H 9.036 4.976 2.862  0.3359
H 8.008 2.482 3.485  0.3455
C -8.407 -3.283 -1.176  -0.4454
C -6.896 -3.302 -1.129  -0.0509
O -6.446 -3.259 0.230  -0.5176
O -8.914 -2.138 -0.508  -0.5269
H -8.755 -3.243 -2.209  0.3207
H -8.808 -4.196 -0.714  0.3067
H -6.502 -2.399 -1.591  -0.1411
H -6.489 -4.175 -1.647  0.4146
H -6.633 -4.111 0.638  0.2989
H -8.365 -2.029 0.280  0.3374
C -0.482 4.525 -2.798  -0.1341
C -0.958 5.777 -3.501  -0.6333
O -0.952 6.885 -2.604  -0.5325
O -1.282 4.249 -1.659  -0.4447
H -0.552 3.664 -3.466  0.2435
H 0.570 4.642 -2.504  0.2593
H -1.997 5.657 -3.806  0.3025
H -0.353 5.976 -4.390  0.3392
H -0.038 7.133 -2.427  0.3223
H -1.476 5.102 -1.249  0.3177
C 6.494 0.685 -3.367  -0.3967
C 6.420 1.795 -2.346  -0.0903
O 7.730 2.273 -2.013  -0.4853
O 7.287 -0.391 -2.893  -0.5386
H 5.495 0.294 -3.562  0.2614
H 6.900 1.073 -4.312  0.3642
H 6.000 1.417 -1.419  -0.0942
H 5.781 2.609 -2.697  0.3946
H 8.049 2.807 -2.748  0.2806
H 8.046 0.004 -2.445  0.3215
C -7.098 1.819 -2.363  -0.3579
C -6.730 0.818 -1.290  -0.4150
O -5.829 -0.159 -1.807  -0.2961
O -7.666 1.181 -3.491  -0.5702
H -7.835 2.528 -1.982  0.3696
H -6.201 2.385 -2.656  0.2399
H -7.615 0.263 -0.978  0.2336
H -6.305 1.331 -0.420  0.2798
H -4.973 0.257 -1.982  0.2140
H -7.165 0.367 -3.624  0.3384



Computed, not measured: a 3-piece molecular cluster, C5H18N2O3 overall at a distorted geometry, with wB97M-V/def2-TZVPD.

Values from the calculation:
relative energy (zero: lowest compared OMol25 entry of this formula, charge and spin)	6.13	kcal per mole

Each line ends with the Mulliken charge.
Atoms and positions in Å:
C -2.144 0.776 -0.860  -0.8336
N -1.846 -0.147 -1.945  -0.2591
C -0.991 -1.250 -1.673  -0.8601
N 0.470 -1.060 -1.617  -0.4375
C -0.977 1.591 -0.249  -0.8090
C -0.252 0.913 0.921  0.5809
C -0.533 1.652 2.224  -1.6391
O 1.164 1.058 0.608  -0.6962
H -2.896 1.462 -1.243  0.3425
H -2.600 0.190 -0.060  0.3783
H -1.573 0.346 -2.788  0.2743
H -1.284 -1.670 -0.706  0.3357
H -1.134 -2.045 -2.408  0.3982
H 0.880 -0.997 -2.539  0.2326
H 0.767 -0.252 -1.069  0.3627
H -1.374 2.576 -0.005  0.4480
H -0.234 1.786 -1.023  0.4241
H -0.444 -0.161 0.956  0.2865
H -1.585 1.896 2.313  0.4157
H -0.241 1.076 3.101  0.4006
H 0.040 2.581 2.242  0.3496
H 1.672 0.626 1.316  0.3482
H 3.512 -0.523 2.111  0.3231
H 2.436 -1.204 1.269  0.3569
O 2.625 -0.892 2.169  -0.7007
H 1.904 -3.482 -0.203  0.3035
H 2.084 -2.075 -0.669  0.4297
O 2.554 -2.773 -0.176  -0.7556



| no. | energy (Eh) |
| --- | --- |
| 1 | -2438.3509 |
| 2 | -536.5273 |